Below is an isolated molecule of C3H5N3S2 at a distorted geometry, with properties calculated with ωB97M-V/def2-TZVPD.

Values from the calculation:
lowest unoccupied orbital energy	0.5	eV
structure (SMILES)	S/N=C1\CN(S)C=N1
E_HOMO	-0.3059	hartree
maximum force	1.45	eV/A
relative energy (zero: lowest compared OMol25 entry of this formula, charge and spin)	111.3	kJ/mol
gap between HOMO and LUMO	0.323	Eh
charge	0
total energy	-29331.55285	eV

Each line ends with the natural charge from an NBO analysis.
Element x y z (Å)
S  -1.452  -1.736  -2.059  0.14
N  -1.318  -1.764  -0.364  -0.55
C  -0.558  -0.859  0.146  0.35
C  0.227  0.225  -0.582  -0.32
N  0.827  0.903  0.560  -0.58
S  1.984  2.125  0.490  0.23
C  0.430  0.226  1.695  0.30
N  -0.350  -0.773  1.531  -0.47
H  -2.294  -2.786  -2.117  0.13
H  -0.444  0.895  -1.164  0.23
H  0.982  -0.205  -1.240  0.23
H  1.152  3.198  0.441  0.10
H  0.813  0.551  2.662  0.21

Forces on the atoms, in the same order (eV/Å):
S -0.15 -0.20 0.14
N 0.68 0.84 0.34
C -0.81 -0.96 -0.74
C -0.44 0.26 0.13
N 0.03 0.01 0.14
S -0.31 0.05 0.00
C 0.41 0.33 0.16
N -0.03 0.04 -0.06
H 0.16 0.21 -0.02
H 0.39 -0.37 0.25
H 0.02 0.02 -0.14
H 0.16 -0.21 0.02
H -0.11 -0.01 -0.21

Below is a structure of composition C13H23I2InOP2Se at a distorted geometry, with properties calculated with ωB97M-V/def2-TZVPD.

Values from the calculation:
lowest unoccupied orbital energy	-8.5	eV
E_HOMO	-0.4986	hartree
maximum force	3.38	eV/A
gap between HOMO and LUMO	0.188	Eh
charge	+2
total energy	-121185.77374	eV

Each line ends with the natural charge from an NBO analysis.
Element x y z (Å)
I  0.266  -1.081  -5.303  0.11
I  -0.498  1.498  -4.386  0.05
In  -0.078  -0.546  -1.168  0.99
P  -2.669  -0.423  -1.150  0.94
C  -3.476  1.186  -0.744  -0.96
C  -3.183  -0.870  -2.846  -0.97
H  -4.266  -1.019  -2.972  0.28
H  -4.506  -1.749  -0.084  0.28
H  -2.674  -1.803  -3.147  0.26
H  -2.980  -2.614  -0.173  0.27
H  -3.180  1.986  -1.445  0.26
H  -2.888  -0.092  -3.579  0.27
C  -3.422  -1.627  -0.005  -0.95
H  -4.586  1.167  -0.744  0.29
H  -3.229  -1.309  1.027  0.28
H  -3.173  1.529  0.262  0.26
P  2.509  -0.337  -1.153  0.94
C  3.259  1.293  -0.715  -0.96
C  3.283  -1.502  0.019  -0.95
H  2.589  -1.718  -3.139  0.26
H  4.149  -0.887  -2.956  0.28
H  2.758  -0.002  -3.577  0.27
C  3.063  -0.768  -2.839  -0.97
H  2.851  -2.497  -0.125  0.27
H  4.368  -1.618  -0.069  0.29
H  4.368  1.329  -0.693  0.29
H  2.927  1.606  0.293  0.27
H  3.098  -1.166  1.048  0.28
H  2.941  2.096  -1.400  0.26
C  -0.127  2.200  -0.561  0.54
O  -0.128  3.259  -0.125  -0.39
Se  -0.164  -1.871  1.206  -0.21
C  0.085  -0.548  2.554  -0.21
C  -0.813  0.545  2.658  -0.26
C  -0.675  1.459  3.685  -0.19
C  0.352  1.365  4.626  -0.20
C  1.270  0.331  4.492  -0.13
C  1.167  -0.620  3.486  -0.26
H  -1.590  0.648  1.881  0.19
H  -1.399  2.258  3.793  0.23
H  0.410  2.075  5.459  0.24
H  2.076  0.253  5.206  0.23
H  1.914  -1.418  3.401  0.23

Forces on the atoms, in the same order (eV/Å):
I -0.60 1.38 0.58
I 0.60 -1.43 -0.38
In -0.02 -0.03 2.38
P -1.75 0.29 -0.98
C 0.34 0.68 0.19
C -0.04 -0.02 -0.60
H 0.28 0.02 0.36
H 0.04 0.45 -0.56
H -0.22 0.30 0.17
H 0.06 0.18 0.18
H 0.01 -0.44 0.12
H -0.05 -0.34 0.59
C 0.42 -0.24 0.32
H 0.62 -0.53 -0.13
H 0.22 -0.17 -0.24
H -0.06 -0.29 -0.36
P 1.87 0.57 -0.70
C -0.40 0.74 0.21
C -0.52 -0.37 0.27
H 0.20 0.35 0.16
H -0.22 0.05 0.42
H -0.03 -0.27 0.52
C 0.05 -0.10 -0.52
H -0.06 0.16 0.20
H -0.09 0.46 -0.53
H -0.58 -0.61 -0.18
H 0.04 -0.32 -0.35
H -0.25 -0.12 -0.27
H 0.00 -0.42 0.07
C 0.02 2.94 1.52
O -0.01 -3.09 -1.38
Se 0.06 -0.22 -0.80
C 0.76 1.41 0.77
C 0.54 -0.90 -0.59
C -0.16 0.48 0.42
C -0.30 -0.19 -0.27
C 0.08 0.03 0.29
C -0.82 -0.23 -1.14
H 0.22 -0.03 0.66
H 0.02 0.01 -0.11
H 0.04 -0.32 -0.45
H 0.10 -0.06 0.03
H -0.41 0.26 0.10

Below is a structure of composition C22H27N3O6Sr, with properties calculated with ωB97M-V/def2-TZVPD.

Values from the calculation:
lowest unoccupied orbital energy	4.7	eV
E_HOMO	-0.0786	hartree
maximum force	0.42	eV/A
relative energy (zero: lowest compared OMol25 entry of this formula, charge and spin)	0.0	kJ/mol
gap between HOMO and LUMO	0.251	Eh
charge	-2
total energy	-40850.47398	eV

Each line ends with the natural charge from an NBO analysis.
Element x y z (Å)
Sr  -1.496  0.379  0.000  1.84
N  -5.116  2.064  -0.237  -0.83
C  -4.251  3.247  -0.296  -0.31
C  -2.805  2.769  -0.419  0.56
O  -2.555  2.145  -1.508  -0.84
N  -1.895  2.879  0.507  -0.69
C  -2.198  3.195  1.878  -0.35
C  -2.368  1.975  2.831  0.78
O  -2.069  0.824  2.384  -0.88
O  -2.753  2.254  3.975  -0.75
H  -6.059  2.282  -0.529  0.33
H  -4.758  1.370  -0.887  0.38
H  -4.441  3.873  -1.180  0.16
H  -4.408  3.854  0.595  0.18
H  -1.344  3.743  2.294  0.19
H  -3.071  3.840  2.029  0.17
O  -4.310  -3.272  -1.062  -0.73
C  -3.348  -2.525  -0.843  0.74
O  -3.295  -1.271  -0.843  -0.81
C  -2.006  -3.226  -0.532  0.12
C  -1.936  -4.611  -0.428  -0.24
C  -0.716  -5.201  -0.150  -0.19
C  0.402  -4.393  0.010  -0.27
C  0.243  -3.022  -0.112  0.04
N  -0.932  -2.454  -0.373  -0.47
H  -2.847  -5.176  -0.570  0.24
H  -0.635  -6.279  -0.057  0.19
H  1.377  -4.808  0.227  0.20
H  1.081  -2.340  0.001  0.22
C  1.147  -0.872  -3.033  -0.60
C  2.099  0.300  -2.778  -0.22
C  1.367  1.641  -2.897  -0.60
C  2.864  0.172  -1.475  -0.14
C  4.245  0.052  -1.512  -0.20
C  5.013  -0.029  -0.358  -0.32
C  4.360  0.032  0.868  -0.20
C  2.984  0.154  0.966  -0.13
C  2.343  0.254  2.338  -0.22
C  1.645  1.600  2.552  -0.60
C  1.403  -0.912  2.655  -0.59
C  2.182  0.208  -0.218  0.45
O  0.896  0.283  -0.146  -0.93
H  0.679  -0.782  -4.017  0.19
H  0.362  -0.907  -2.282  0.22
H  1.685  -1.823  -2.996  0.19
H  2.853  0.275  -3.576  0.17
H  0.617  1.751  -2.117  0.24
H  0.866  1.722  -3.866  0.19
H  2.072  2.470  -2.804  0.19
H  4.734  0.027  -2.483  0.18
H  6.092  -0.125  -0.412  0.18
H  4.942  -0.012  1.786  0.18
H  3.168  0.198  3.062  0.17
H  0.854  1.750  1.819  0.24
H  2.360  2.421  2.455  0.19
H  1.192  1.647  3.546  0.20
H  0.523  -0.890  2.016  0.22
H  1.054  -0.851  3.689  0.20
H  1.909  -1.870  2.514  0.19

Forces on the atoms, in the same order (eV/Å):
Sr -0.09 -0.41 -0.02
N 0.03 -0.03 -0.04
C -0.02 0.06 -0.01
C -0.05 0.18 0.08
O -0.01 -0.08 -0.03
N -0.02 -0.35 0.02
C 0.06 0.28 0.11
C -0.03 0.10 0.05
O 0.06 0.05 -0.34
O 0.04 -0.05 0.04
H 0.00 0.03 0.03
H 0.00 -0.01 0.00
H 0.03 0.01 0.00
H -0.01 -0.01 -0.02
H -0.05 0.03 0.02
H -0.02 -0.06 0.01
O 0.01 -0.03 -0.02
C 0.10 0.02 0.01
O -0.02 0.19 0.06
C -0.02 0.01 -0.02
C 0.02 -0.05 -0.01
C -0.02 0.04 0.00
C 0.02 0.02 -0.01
C 0.04 -0.04 -0.03
N 0.01 0.22 0.13
H 0.00 0.01 0.00
H 0.01 -0.01 0.00
H 0.00 -0.01 0.00
H 0.00 0.00 0.00
C 0.03 0.00 0.00
C 0.02 -0.01 -0.03
C 0.02 -0.02 0.00
C -0.09 0.05 0.05
C 0.00 -0.01 -0.01
C 0.05 0.00 0.00
C 0.01 -0.01 -0.01
C -0.07 -0.01 -0.02
C 0.01 0.02 0.02
C -0.01 -0.02 0.00
C -0.01 0.01 0.02
C 0.17 -0.04 0.04
O -0.08 -0.05 -0.12
H -0.01 0.01 0.00
H -0.02 -0.01 0.03
H 0.00 0.00 0.00
H 0.00 -0.01 0.02
H -0.02 0.01 0.01
H -0.01 0.00 0.00
H 0.00 0.00 0.00
H 0.00 0.00 0.00
H 0.00 0.00 0.00
H -0.01 0.00 0.00
H 0.00 0.00 -0.02
H -0.01 0.01 0.00
H 0.00 0.00 0.00
H -0.01 0.01 0.00
H 0.01 -0.01 0.00
H 0.00 0.01 0.00
H 0.00 -0.01 0.00

Below is a structure of composition C28H25BrClNO4PPtSe2 at a distorted geometry, with properties calculated with ωB97M-V/def2-TZVPD.

Values from the calculation:
lowest unoccupied orbital energy	1.9	eV
E_HOMO	-0.1509	hartree
maximum force	2.71	eV/A
gap between HOMO and LUMO	0.220	Eh
charge	-1
total energy	-264918.01298	eV

Each line ends with the natural charge from an NBO analysis.
Element x y z (Å)
Pt  -0.371  -1.739  0.975  0.62
Se  -0.796  0.396  -0.233  -0.51
P  -0.896  2.241  1.019  0.95
Se  -0.572  2.193  3.125  -0.61
C  -2.613  2.866  0.781  -0.26
C  -3.022  4.173  0.550  -0.23
C  -4.369  4.490  0.521  -0.22
C  -5.325  3.517  0.742  -0.22
C  -4.926  2.216  1.005  -0.20
C  -3.583  1.897  1.024  -0.21
C  0.433  3.308  0.324  -0.38
C  0.366  4.670  0.068  -0.20
C  1.497  5.365  -0.327  -0.21
C  2.711  4.716  -0.449  -0.22
C  2.795  3.365  -0.162  -0.23
C  1.666  2.668  0.220  -0.11
H  -2.308  4.965  0.405  0.20
H  -4.666  5.515  0.342  0.20
H  -6.374  3.772  0.721  0.20
H  -5.663  1.455  1.212  0.21
H  -3.272  0.882  1.241  0.24
H  -0.554  5.216  0.186  0.20
H  1.424  6.427  -0.519  0.20
H  3.590  5.265  -0.753  0.20
H  3.746  2.857  -0.220  0.21
H  1.739  1.616  0.459  0.23
C  0.431  -4.229  2.339  -0.74
C  -0.670  -3.662  1.466  0.42
O  -1.612  -4.293  1.069  -0.60
H  0.664  -5.241  2.012  0.22
H  0.068  -4.267  3.366  0.21
H  1.325  -3.610  2.285  0.23
Br  0.865  -2.599  7.237  0.07
C  0.455  -2.027  5.471  -0.02
C  1.463  -1.553  4.624  -0.29
C  1.122  -1.115  3.375  0.09
N  -0.164  -1.119  2.897  -0.43
C  -1.139  -1.503  3.781  0.10
C  -0.879  -1.967  5.037  -0.30
H  2.489  -1.521  4.957  0.24
H  1.870  -0.695  2.712  0.23
H  -2.158  -1.414  3.427  0.23
H  -1.683  -2.268  5.693  0.24
C  3.002  -3.051  -4.063  -0.63
C  2.061  -1.884  -4.132  -0.06
C  2.572  -0.627  -4.426  -0.22
C  1.735  0.466  -4.559  -0.05
Cl  2.418  1.999  -4.979  -0.02
C  0.369  0.340  -4.379  -0.24
C  -0.145  -0.904  -4.066  -0.16
C  0.679  -2.019  -3.939  0.28
O  0.055  -3.231  -3.747  -0.52
C  0.373  -3.968  -2.579  -0.16
C  0.343  -3.131  -1.288  0.75
O  1.226  -3.323  -0.439  -0.72
O  -0.610  -2.331  -1.152  -0.70
H  3.938  -2.797  -4.556  0.21
H  2.572  -3.919  -4.561  0.22
H  3.223  -3.309  -3.026  0.23
H  3.636  -0.515  -4.578  0.21
H  -0.278  1.198  -4.486  0.23
H  -1.204  -1.033  -3.905  0.23
H  1.344  -4.471  -2.647  0.18
H  -0.420  -4.720  -2.496  0.21

Forces on the atoms, in the same order (eV/Å):
Pt -1.69 0.34 -1.41
Se 0.05 1.33 -0.04
P 0.17 -0.40 -0.29
Se 0.01 0.02 0.15
C 0.29 -0.03 0.02
C 0.21 -0.06 -0.03
C -0.14 0.14 -0.01
C -0.06 0.05 0.00
C -0.05 0.04 0.03
C 0.02 -0.15 0.03
C -0.25 0.00 0.19
C -0.14 -0.09 0.02
C 0.08 0.16 -0.05
C 0.03 0.13 -0.01
C 0.02 0.00 0.03
C 0.04 -0.10 0.02
H 0.00 0.01 -0.02
H -0.03 0.04 -0.04
H -0.11 0.03 0.00
H -0.06 -0.11 -0.02
H 0.00 0.00 -0.08
H 0.00 0.02 -0.01
H 0.01 0.06 -0.05
H 0.10 0.06 -0.04
H 0.07 -0.08 -0.05
H -0.05 -0.03 -0.08
C -0.05 -0.54 -0.03
C 1.11 1.24 0.45
O -0.25 -0.44 -0.02
H 0.05 -0.18 0.06
H -0.02 -0.03 0.16
H -0.09 -0.12 -0.04
Br -0.07 0.03 -0.40
C -0.30 0.55 -0.61
C -0.37 -0.37 1.25
C -1.41 0.54 -1.05
N 0.60 -1.64 2.07
C 0.62 0.71 -1.52
C 1.00 -0.17 1.18
H 0.05 -0.01 -0.04
H -0.11 -0.22 -0.11
H 0.12 -0.12 -0.15
H -0.03 -0.01 -0.04
C -0.06 -0.02 0.06
C -0.22 -0.18 0.11
C -0.16 0.05 -0.02
C -0.08 -0.28 0.10
Cl 0.12 0.37 -0.06
C 0.10 -0.04 -0.05
C 0.05 -0.22 0.07
C 0.04 0.32 -0.21
O 0.09 0.16 -0.28
C 0.02 0.05 0.42
C 1.19 -0.87 -0.19
O 0.28 -0.51 -0.59
O -0.78 0.52 1.11
H 0.07 -0.02 -0.02
H 0.02 -0.07 0.05
H -0.01 -0.10 -0.01
H 0.07 0.06 -0.03
H -0.02 0.05 0.05
H -0.08 -0.04 0.06
H -0.19 0.12 -0.03
H 0.18 0.06 0.03

Below is a cluster of 2 separate species, C3H11N2 in total at a distorted geometry, with properties calculated with ωB97M-V/def2-TZVPD.

Values from the calculation:
lowest unoccupied orbital energy	-3.6	eV
E_HOMO	-0.5054	hartree
maximum force	1.59	eV/A
relative energy (zero: lowest compared OMol25 entry of this formula, charge and spin)	118.5	kJ/mol
gap between HOMO and LUMO	0.372	Eh
charge	+1
total energy	-6262.35290	eV

Each line ends with the natural charge from an NBO analysis.
Element x y z (Å)
N  1.542  0.723  -2.010  -1.09
H  0.920  1.508  -2.250  0.36
H  1.728  0.205  -2.891  0.37
H  2.443  1.189  -1.896  0.37
C  -0.563  0.984  0.162  -0.68
C  -0.649  -0.431  0.589  0.13
C  -0.854  -1.547  -0.121  -0.34
N  -0.328  -0.632  2.032  -0.69
H  -0.891  1.032  -0.926  0.27
H  -1.206  1.700  0.745  0.24
H  0.489  1.306  0.202  0.26
H  -0.825  -2.532  0.373  0.22
H  -1.057  -1.456  -1.187  0.25
H  -0.827  0.022  2.625  0.44
H  0.662  -0.470  2.239  0.44
H  -0.582  -1.600  2.314  0.45

Forces on the atoms, in the same order (eV/Å):
N 0.52 0.17 -1.07
H 0.27 -0.55 -0.16
H -0.59 0.37 0.69
H -0.01 -0.01 0.36
C -0.73 0.78 -1.18
C -0.10 -1.07 -0.55
C 0.07 0.82 0.80
N 0.02 -0.77 0.27
H 0.46 0.03 1.52
H 0.53 -0.82 -0.36
H -0.36 0.05 -0.03
H -0.06 0.50 -0.56
H 0.05 -0.23 0.33
H -0.41 0.17 0.17
H 0.06 -0.16 -0.18
H 0.28 0.72 -0.05

> Which of these has the highest maximum force?

C13H23I2InOP2Se

> maximum force of number 3 (C22H27N3O6Sr)?

0.42 eV/A

> Which value of lowest unoccupied orbital energy does entry 2 give?

-8.5 eV

What did the fifth record say?
Below is a cluster of 2 separate species, C3H11N2 in total at a distorted geometry, with properties calculated with ωB97M-V/def2-TZVPD.

Values from the calculation:
lowest unoccupied orbital energy	-3.6	eV
E_HOMO	-0.5054	hartree
maximum force	1.59	eV/A
relative energy (zero: lowest compared OMol25 entry of this formula, charge and spin)	118.5	kJ/mol
gap between HOMO and LUMO	0.372	Eh
charge	+1
total energy	-6262.35290	eV

Each line ends with the natural charge from an NBO analysis.
Element x y z (Å)
N  1.542  0.723  -2.010  -1.09
H  0.920  1.508  -2.250  0.36
H  1.728  0.205  -2.891  0.37
H  2.443  1.189  -1.896  0.37
C  -0.563  0.984  0.162  -0.68
C  -0.649  -0.431  0.589  0.13
C  -0.854  -1.547  -0.121  -0.34
N  -0.328  -0.632  2.032  -0.69
H  -0.891  1.032  -0.926  0.27
H  -1.206  1.700  0.745  0.24
H  0.489  1.306  0.202  0.26
H  -0.825  -2.532  0.373  0.22
H  -1.057  -1.456  -1.187  0.25
H  -0.827  0.022  2.625  0.44
H  0.662  -0.470  2.239  0.44
H  -0.582  -1.600  2.314  0.45

Forces on the atoms, in the same order (eV/Å):
N 0.52 0.17 -1.07
H 0.27 -0.55 -0.16
H -0.59 0.37 0.69
H -0.01 -0.01 0.36
C -0.73 0.78 -1.18
C -0.10 -1.07 -0.55
C 0.07 0.82 0.80
N 0.02 -0.77 0.27
H 0.46 0.03 1.52
H 0.53 -0.82 -0.36
H -0.36 0.05 -0.03
H -0.06 0.50 -0.56
H 0.05 -0.23 0.33
H -0.41 0.17 0.17
H 0.06 -0.16 -0.18
H 0.28 0.72 -0.05